Entry 1:
Molecular formula: C52H37BrCl4N4O4P2SiSn
Method: DFT, the ωB97M-V functional and the def2-TZVPD basis

```
! wB97M-V def2-TZVPD RIJCOSX def2/J DEFGRID3
* xyz -2 1
Sn -0.761 -0.561 -0.327
C 2.543 -1.147 2.448
Si 1.971 0.332 1.343
C 1.736 1.742 2.681
C 2.736 2.270 3.515
C 2.491 3.283 4.427
C 1.212 3.825 4.539
C 0.203 3.329 3.736
C 0.454 2.293 2.828
P -0.946 1.694 1.778
C -2.287 1.298 2.962
C -3.482 0.857 2.383
C -4.507 0.355 3.168
C -4.348 0.264 4.546
C -3.163 0.685 5.130
C -2.138 1.198 4.344
C -1.469 3.300 1.057
C -0.558 3.897 0.182
C -0.825 5.135 -0.373
C -2.022 5.783 -0.089
C -2.943 5.185 0.755
C -2.665 3.950 1.333
C 3.732 0.588 0.509
C 4.944 0.607 1.218
C 6.180 0.577 0.592
C 6.249 0.516 -0.796
C 5.074 0.503 -1.528
C 3.829 0.543 -0.889
P 2.264 0.671 -1.865
C 2.808 -0.064 -3.470
C 2.901 -1.461 -3.468
C 3.210 -2.160 -4.623
C 3.420 -1.478 -5.816
C 3.326 -0.095 -5.834
C 3.023 0.606 -4.670
C 2.291 2.481 -2.210
C 1.347 3.008 -3.096
C 1.307 4.367 -3.371
C 2.180 5.236 -2.726
C 3.087 4.733 -1.807
C 3.147 3.367 -1.555
H 3.170 -0.823 3.290
H 3.133 -1.834 1.835
H 1.702 -1.713 2.855
H 3.745 1.882 3.453
H 3.297 3.658 5.049
H 1.010 4.627 5.240
H -0.793 3.755 3.801
H -3.596 0.870 1.303
H -5.416 0.002 2.695
H -5.137 -0.156 5.157
H -3.022 0.591 6.200
H -1.209 1.503 4.811
H 0.363 3.379 -0.069
H -0.111 5.579 -1.056
H -2.245 6.739 -0.548
H -3.886 5.675 0.968
H -3.387 3.500 2.004
H 4.931 0.608 2.302
H 7.089 0.586 1.185
H 7.207 0.476 -1.302
H 5.125 0.471 -2.610
H 2.716 -2.003 -2.546
H 3.271 -3.242 -4.595
H 3.648 -2.022 -6.725
H 3.493 0.448 -6.757
H 2.967 1.686 -4.702
H 0.621 2.346 -3.556
H 0.572 4.754 -4.066
H 2.134 6.300 -2.925
H 3.758 5.402 -1.282
H 3.867 2.989 -0.840
O -3.296 -6.317 -2.376
C -2.484 -5.232 -2.265
C -2.738 -4.039 -2.933
C -1.858 -2.994 -2.748
N -0.774 -3.077 -1.975
C -0.553 -4.226 -1.370
Br 1.036 -4.333 -0.341
C -1.364 -5.342 -1.461
H -4.077 -6.066 -2.880
H -3.617 -3.919 -3.556
H -2.034 -2.031 -3.215
H -1.160 -6.246 -0.909
Cl -7.220 1.701 -1.924
C -5.487 1.587 -1.844
C -4.689 2.561 -2.414
Cl -5.413 3.923 -3.216
C -3.291 2.454 -2.330
Cl -2.277 3.627 -3.113
C -2.664 1.404 -1.658
O -1.378 1.287 -1.502
C -3.500 0.370 -1.113
O -2.910 -0.658 -0.558
C -4.883 0.492 -1.207
Cl -5.844 -0.776 -0.508
N -1.003 -1.947 3.559
C -1.432 -2.752 2.544
O -1.279 -2.417 1.353
C -2.017 -4.011 2.904
C -2.348 -4.952 1.898
N -2.613 -5.743 1.097
C -2.232 -4.343 4.261
N -2.430 -4.575 5.379
H -1.337 -2.104 4.494
H -0.753 -1.006 3.306
*
```

For the molar mass, the calculation gives 1212.4 g/mol. The value obtained for the frontier orbital gap is 5.28 eV. The max |F| comes out at 0.0102 hartree/bohr. The value obtained for the total energy is -8125.2105 a.u. The value obtained for the HOMO energy is -1.36 eV. Its lowest unoccupied orbital energy is 3.92 eV.

***

Entry 2:
Molecular formula: C52H39Br2N3OP2RbS3
Method: DFT, the ωB97M-V functional and the def2-TZVPD basis

```
! wB97M-V def2-TZVPD RIJCOSX def2/J DEFGRID3
* xyz -1 1
Rb -0.660 0.838 1.186
Br -5.262 6.314 -1.963
C -4.300 4.842 -1.266
C -3.416 4.151 -2.070
C -2.731 3.091 -1.494
N -2.881 2.713 -0.231
C -3.748 3.383 0.529
C -4.483 4.467 0.052
C -3.915 2.904 1.933
C -5.167 2.903 2.533
C -5.255 2.372 3.810
Br -6.936 2.339 4.679
C -4.142 1.849 4.428
C -2.935 1.892 3.735
N -2.820 2.436 2.525
H -3.260 4.420 -3.105
H -2.034 2.511 -2.091
H -5.159 5.007 0.699
H -6.044 3.265 2.015
H -4.192 1.383 5.401
H -2.032 1.459 4.161
O 1.714 -1.963 -2.280
C 0.822 -2.992 -2.084
C 1.192 -4.318 -1.953
C 0.200 -5.271 -1.753
C -1.133 -4.904 -1.699
C -1.484 -3.565 -1.817
C -0.516 -2.588 -2.002
P -0.806 -0.793 -1.849
C -2.630 -0.633 -1.840
C -3.269 -0.930 -0.633
C -4.620 -0.673 -0.462
C -5.353 -0.104 -1.495
C -4.732 0.189 -2.701
C -3.379 -0.076 -2.876
C -0.366 -0.161 -3.509
C -0.531 -0.898 -4.680
C -0.186 -0.355 -5.908
C 0.326 0.935 -5.981
C 0.501 1.675 -4.822
C 0.164 1.124 -3.592
C 3.074 -2.174 -2.152
C 3.777 -2.770 -3.185
C 5.148 -2.935 -3.062
C 5.795 -2.499 -1.914
C 5.075 -1.890 -0.896
C 3.698 -1.707 -0.996
P 2.594 -0.942 0.265
C 3.759 -0.257 1.498
C 4.801 0.592 1.120
C 5.564 1.249 2.075
C 5.274 1.090 3.425
C 4.217 0.278 3.809
C 3.465 -0.397 2.856
C 2.017 -2.474 1.074
C 0.656 -2.629 1.301
C 0.164 -3.744 1.967
C 1.046 -4.725 2.386
C 2.411 -4.595 2.141
C 2.897 -3.473 1.494
H 2.235 -4.602 -1.971
H 0.485 -6.308 -1.625
H -1.900 -5.649 -1.533
H -2.523 -3.273 -1.730
H -2.715 -1.349 0.206
H -5.078 -0.903 0.493
H -6.405 0.115 -1.360
H -5.299 0.632 -3.511
H -2.906 0.170 -3.819
H -0.928 -1.905 -4.623
H -0.316 -0.939 -6.811
H 0.596 1.358 -6.941
H 0.915 2.674 -4.870
H 0.332 1.689 -2.681
H 3.241 -3.098 -4.067
H 5.708 -3.403 -3.862
H 6.864 -2.634 -1.809
H 5.591 -1.557 -0.005
H 5.020 0.747 0.068
H 6.378 1.891 1.763
H 5.864 1.607 4.173
H 3.954 0.168 4.853
H 2.621 -0.996 3.182
H -0.039 -1.871 0.966
H -0.893 -3.804 2.192
H 0.673 -5.582 2.932
H 3.099 -5.361 2.480
H 3.963 -3.364 1.327
S -1.165 -2.735 5.060
C -1.163 -1.422 4.014
S -2.386 -1.276 2.771
S 0.066 -0.188 4.134
C 1.948 4.909 3.226
C 0.652 5.153 2.801
C 0.137 4.383 1.770
N 0.829 3.424 1.156
C 2.074 3.197 1.577
C 2.676 3.909 2.603
H 2.378 5.479 4.040
H 0.038 5.911 3.269
H -0.885 4.522 1.433
H 2.611 2.393 1.085
H 3.681 3.656 2.909
*
```

For the molar mass, the calculation gives 1125.3 g/mol. The value obtained for the frontier orbital gap is 4.48 eV. The max |F| comes out at 0.0039 hartree/bohr. The value obtained for the total energy is -9293.9853 a.u. The value obtained for the HOMO energy is -2.75 eV. Its lowest unoccupied orbital energy is 1.73 eV.

***

Entry 3:
Molecular formula: C52H40AsN2O2PRuS
Method: DFT, the ωB97M-V functional and the def2-TZVPD basis

```
! wB97M-V def2-TZVPD RIJCOSX def2/J DEFGRID3
* xyz 1 6
Ru -0.662 -0.360 0.528
C 4.262 5.922 -2.623
C 3.549 4.874 -1.816
C 3.918 4.612 -0.499
C 3.249 3.663 0.256
C 2.195 2.970 -0.320
C 1.805 3.210 -1.630
C 2.488 4.157 -2.370
S 1.331 1.786 0.646
O -0.073 2.180 0.759
O 2.078 1.573 1.857
N 1.170 0.422 -0.211
C 2.106 -0.599 -0.206
C 3.514 -0.448 -0.092
C 4.257 -1.531 0.210
C 3.585 -2.833 0.531
C 2.223 -2.882 -0.097
N 1.518 -1.815 -0.317
H 5.240 6.150 -2.203
H 3.682 6.847 -2.638
H 4.395 5.601 -3.656
H 4.743 5.157 -0.057
H 3.538 3.452 1.277
H 0.980 2.657 -2.062
H 2.192 4.344 -3.396
H 3.966 0.523 -0.251
H 5.336 -1.468 0.275
H 4.192 -3.680 0.199
H 1.742 -3.842 -0.252
C 0.770 1.980 6.059
C 1.328 0.713 6.144
C 1.076 -0.223 5.152
C 0.265 0.120 4.074
C -0.289 1.395 3.984
C -0.038 2.321 4.982
P -0.177 -1.084 2.814
C 1.069 -2.393 2.803
C 0.691 -3.758 2.842
C 1.688 -4.753 2.689
C 2.965 -4.426 2.375
C 3.381 -3.013 2.103
C 2.361 -2.021 2.562
C -1.762 -1.800 3.287
C -1.987 -2.497 4.447
C -3.293 -2.898 4.778
C -4.342 -2.537 3.975
C -4.140 -1.776 2.802
C -5.221 -1.297 2.019
C -4.986 -0.486 0.948
C -3.665 -0.178 0.560
C -2.561 -0.675 1.228
C -2.819 -1.437 2.424
H 0.970 2.709 6.834
H 1.962 0.452 6.981
H 1.515 -1.211 5.213
H -0.890 1.668 3.126
H -0.461 3.314 4.913
H -0.336 -4.037 3.021
H 1.416 -5.792 2.825
H 3.714 -5.199 2.253
H 4.356 -2.805 2.560
H 2.634 -0.970 2.545
H -1.164 -2.729 5.114
H -3.467 -3.466 5.682
H -5.354 -2.813 4.245
H -6.232 -1.561 2.305
H -5.808 -0.086 0.369
H -3.544 0.459 -0.307
C -5.455 -2.094 -3.359
C -4.588 -2.789 -2.527
C -3.403 -2.199 -2.116
C -3.077 -0.920 -2.554
C -3.942 -0.224 -3.390
C -5.134 -0.815 -3.789
As -1.409 -0.153 -1.948
C -1.331 1.600 -2.721
C -1.962 2.751 -2.281
C -1.753 3.939 -2.969
C -0.920 3.959 -4.080
C -0.273 2.807 -4.508
C -0.465 1.614 -3.822
C 0.198 0.325 -4.123
C 1.109 0.100 -5.147
C 1.661 -1.163 -5.311
C 1.317 -2.204 -4.459
C 0.416 -1.988 -3.425
C -0.134 -0.730 -3.266
H -6.384 -2.552 -3.673
H -4.839 -3.786 -2.190
H -2.739 -2.733 -1.444
H -3.689 0.771 -3.734
H -5.808 -0.274 -4.439
H -2.590 2.735 -1.399
H -2.233 4.849 -2.635
H -0.769 4.887 -4.617
H 0.381 2.847 -5.370
H 1.388 0.899 -5.821
H 2.368 -1.337 -6.111
H 1.757 -3.183 -4.598
H 0.160 -2.792 -2.747
*
```

For the molar mass, the calculation gives 963.9 g/mol. The value obtained for the frontier orbital gap (alpha / beta) is 6.13 / 6.57 eV. The max |F| comes out at 0.0086 hartree/bohr. The value obtained for the total energy is -5335.4470 a.u. The value obtained for the HOMO energy (alpha / beta) is -8.71 / -10.79 eV. Its lowest unoccupied orbital energy (alpha / beta) is -2.58 / -4.22 eV. As for the expectation value of S²: 8.8584.

***

Entry 4:
Molecular formula: C52H42BN10O4Ti
Method: DFT, the ωB97M-V functional and the def2-TZVPD basis

```
! wB97M-V def2-TZVPD RIJCOSX def2/J DEFGRID3
* xyz 1 1
Ti 0.042 0.017 -0.087
O 0.598 -1.961 3.614
C 0.939 -1.543 2.536
N 0.286 -0.519 1.826
C -0.783 0.080 2.521
O -1.541 -0.436 3.290
C -0.830 1.560 2.254
C -1.519 2.391 3.120
C -1.470 3.753 2.891
C -0.752 4.214 1.795
C -0.136 3.300 0.962
N -0.166 1.988 1.182
C 2.281 -1.975 1.989
C 2.945 -3.008 2.640
C 4.180 -3.407 2.158
C 4.723 -2.726 1.078
C 4.005 -1.672 0.535
N 2.801 -1.308 0.966
H -2.070 1.947 3.937
H -1.973 4.447 3.551
H -0.684 5.271 1.578
H 0.398 3.640 0.086
H 2.479 -3.464 3.501
H 4.717 -4.224 2.621
H 5.688 -3.001 0.674
H 4.421 -1.081 -0.276
C 1.013 0.710 -5.615
C 0.036 0.508 -4.508
C -1.331 0.622 -4.534
C -1.774 0.255 -3.255
N -0.716 0.000 -2.460
N 0.374 0.125 -3.265
B 1.692 -0.444 -2.749
N 1.329 -1.745 -2.003
N 0.558 -1.781 -0.878
C 0.355 -3.085 -0.570
C 1.012 -3.868 -1.520
C 1.604 -2.993 -2.409
C 2.387 -3.331 -3.629
C -0.370 -3.639 0.585
C 0.159 -4.781 1.193
C -0.472 -5.358 2.279
C -1.650 -4.810 2.769
C -2.206 -3.705 2.148
C -1.575 -3.124 1.061
N 2.341 0.577 -1.803
N 1.830 0.910 -0.582
C 2.683 1.833 -0.062
C 3.683 2.109 -0.991
C 3.442 1.287 -2.072
C 4.264 1.146 -3.307
C 2.734 2.424 1.288
C 2.961 3.793 1.417
C 3.089 4.369 2.670
C 3.021 3.577 3.808
C 2.836 2.208 3.685
C 2.696 1.632 2.431
C -3.198 0.079 -2.941
C -3.649 -1.001 -2.183
C -5.002 -1.167 -1.935
C -5.921 -0.271 -2.460
C -5.485 0.779 -3.256
C -4.133 0.949 -3.500
H 0.471 0.917 -6.534
H 1.626 -0.180 -5.765
H 1.680 1.550 -5.414
H -1.947 0.877 -5.380
H 2.434 -0.682 -3.642
H 1.015 -4.943 -1.574
H 2.478 -4.412 -3.702
H 3.385 -2.894 -3.594
H 1.892 -2.963 -4.529
H 1.092 -5.196 0.832
H -0.039 -6.233 2.746
H -2.131 -5.251 3.632
H -3.131 -3.278 2.511
H -2.036 -2.280 0.575
H 4.500 2.798 -0.858
H 5.111 1.824 -3.247
H 3.692 1.378 -4.205
H 4.641 0.128 -3.405
H 3.017 4.417 0.531
H 3.242 5.437 2.756
H 3.122 4.026 4.787
H 2.808 1.580 4.566
H 2.576 0.565 2.326
H -2.927 -1.711 -1.800
H -5.340 -2.000 -1.333
H -6.976 -0.394 -2.254
H -6.199 1.466 -3.691
H -3.792 1.781 -4.105
O -3.608 0.335 1.189
C -2.744 0.636 0.417
O -1.689 -0.120 0.121
C -2.734 1.947 -0.329
C -3.876 2.767 -0.320
C -3.870 3.883 -1.105
C -2.730 4.181 -1.884
C -2.654 5.296 -2.750
C -1.525 5.531 -3.482
C -0.413 4.667 -3.374
C -0.446 3.591 -2.535
C -1.612 3.313 -1.783
N -1.637 2.215 -0.993
H -4.722 2.480 0.287
H -4.738 4.530 -1.162
H -3.513 5.951 -2.830
H -1.475 6.380 -4.151
H 0.468 4.863 -3.971
H 0.399 2.917 -2.432
*
```

For the molar mass, the calculation gives 929.7 g/mol. The value obtained for the frontier orbital gap is 7.01 eV. The max |F| comes out at 0.0291 hartree/bohr. The value obtained for the total energy is -3729.7245 a.u. The value obtained for the HOMO energy is -10.76 eV. Its lowest unoccupied orbital energy is -3.74 eV.